Entry 1:
C19H50FO16P4 | ωB97M-V/def2-TZVPD

Output
highest occupied orbital energy = -4.25 eV
max |F| = 0.59 eV Å⁻¹
total charge = -1
energy = -93152.587 eV

Element x y z (Å)
C1 4.90775 -2.76349 6.02189
C2 3.82999 -1.77369 5.59320
O1 3.26995 -2.06148 4.32630
C3 4.01030 -1.58793 3.20288
C4 3.07906 -0.83874 2.24564
O2 3.30364 0.55081 2.17069
C5 3.17818 1.20173 3.42486
C6 4.46293 1.88704 3.93274
C7 4.40886 3.44061 3.77315
O3 5.63727 3.87407 3.30800
P1 6.92524 2.67795 3.50027
C8 8.23057 1.31074 3.63678
C9 8.50586 0.54624 2.32632
C10 8.14349 -0.92959 2.31466
F1 9.27640 -1.75003 2.10451
O4 5.61938 1.46893 3.26647
H1 5.85375 -2.58679 5.50836
H2 5.09207 -2.68522 7.09894
H3 4.57509 -3.78582 5.80277
H4 4.23077 -0.74697 5.59825
H5 2.99193 -1.80054 6.29993
H6 4.80334 -0.89509 3.51470
H7 4.47391 -2.44512 2.69360
H8 2.04424 -1.06080 2.56234
H9 3.19734 -1.21743 1.22432
H10 2.39275 1.96673 3.31724
H11 2.81761 0.47640 4.17231
H12 4.54309 1.64202 5.00960
H13 3.61366 3.71096 3.05610
H14 4.14992 3.91087 4.73949
H15 6.66679 2.64002 4.94166
H16 7.88777 3.74490 3.69511
H17 7.10732 2.72500 2.06988
H18 9.15924 1.76049 4.01467
H19 7.87042 0.61712 4.40940
H20 7.94776 1.04069 1.52005
H21 9.56572 0.60340 2.04580
H22 7.71977 -1.24477 3.26917
H23 7.44075 -1.18972 1.51809
C11 -0.06809 0.37705 1.57749
O5 -1.30306 1.09025 1.34730
P2 -2.62504 0.54858 2.00632
O6 -2.62224 0.20452 3.42464
O7 -3.10037 -0.68735 1.12928
C12 -3.01603 -0.60346 -0.30383
O8 -3.56719 1.75976 1.57980
C13 -4.91719 1.71556 2.05191
H24 0.58878 0.64014 0.75390
H25 0.37832 0.69470 2.51631
H26 -0.23187 -0.70085 1.58890
H27 -2.07009 -1.01393 -0.64917
H28 -3.09676 0.42579 -0.64981
H29 -3.83613 -1.19142 -0.70959
H30 -5.46102 0.89230 1.58481
H31 -5.37341 2.66141 1.77168
H32 -4.93719 1.59767 3.13495
C14 -2.48234 2.76521 -3.99793
O9 -2.95909 1.67012 -4.80341
P3 -2.21600 0.28100 -4.60681
O10 -1.99454 -0.14286 -3.22814
O11 -0.84533 0.40818 -5.39488
C15 -0.82838 0.95050 -6.72043
O12 -3.19260 -0.59380 -5.48274
C16 -2.99853 -2.02363 -5.50426
H33 -2.80004 3.67690 -4.49617
H34 -2.91562 2.70675 -3.00133
H35 -1.39515 2.75015 -3.91413
H36 -0.68217 2.02920 -6.67484
H37 -1.75474 0.72952 -7.25093
H38 0.00868 0.49093 -7.23957
H39 -2.06703 -2.26788 -6.01653
H40 -3.85122 -2.43390 -6.03373
H41 -2.98190 -2.41144 -4.48792
C17 -6.07217 0.31112 -3.95427
O13 -7.09234 -0.63092 -3.56385
P4 -7.17199 -1.95874 -4.41417
O14 -5.92598 -2.65242 -4.72767
O15 -7.94418 -1.58164 -5.75375
C18 -9.12969 -0.78038 -5.68611
O16 -8.21916 -2.72644 -3.50876
C19 -8.53801 -4.07774 -3.87527
H42 -6.37117 1.28426 -3.57556
H43 -5.11998 0.01049 -3.52151
H44 -5.96643 0.35284 -5.03899
H45 -8.86674 0.27409 -5.76371
H46 -9.67167 -0.95131 -4.75598
H47 -9.75344 -1.06434 -6.53012
H48 -9.07826 -4.09912 -4.82275
H49 -9.16949 -4.46772 -3.08271
H50 -7.62859 -4.67119 -3.95616

Mulliken population analysis, charges in e, atoms 1 to 6: C -1.168; C 0.175; O -0.473; C -0.026; C -0.571; O -0.362

---

Entry 2:
C8H8 | ωB97M-V/def2-TZVPD

Output
highest occupied orbital energy = -9.57 eV
max |F| = 2.41 eV Å⁻¹
energy above the lowest of the compared OMol25 structures with the same formula, charge and spin = 45.7 kcal/mol
SMILES = c1ccccc1.C#C
energy = -8423.040 eV

Element x y z (Å)
C1 -0.17543 -0.60471 1.60397
C2 1.10948 -0.73441 1.03900
C3 1.61281 0.32046 0.27826
C4 0.84205 1.45802 0.03923
C5 -0.45465 1.51068 0.49319
C6 -1.00861 0.48612 1.30308
C7 -0.75352 -0.98451 -1.90810
C8 -1.19834 -1.62534 -2.83413
H1 -0.51422 -1.35448 2.33283
H2 1.71630 -1.64673 1.10310
H3 2.62035 0.25977 -0.12149
H4 1.19353 2.22636 -0.57528
H5 -1.05344 2.42171 0.34991
H6 -1.99903 0.60107 1.76309
H7 -0.47019 -0.15160 -1.18486
H8 -1.46708 -2.18241 -3.68179

natural (NBO) population analysis, charges in e, atoms 1 to 6: C -0.205; C -0.216; C -0.205; C -0.239; C -0.213; C -0.222

---

- What is the formula in the second record?
  C8H8

---

- Which of these has the highest energy?
  C8H8